No. 1
DFT (wB97M-V/def2-TZVPD) results for C3H5NO2 as an isolated structure in a non-equilibrium geometry.

```
11
Properties=species:S:1:pos:R:3:forces:R:3:nbo_charge:R:1
O 0.886 -0.712 -1.924 -0.3 -0.3 0.8 -0.55
O -0.398 -1.204 0.068 1.1 -1.4 -0.4 -0.55
N -1.119 0.961 -0.555 1.0 1.2 0.1 -0.77
C 0.547 -0.494 -0.801 -0.8 -0.9 -0.4 0.72
C 0.091 -0.432 1.194 -0.1 -0.2 0.2 -0.13
C 0.778 0.478 0.245 -1.3 0.4 -0.4 -0.10
H -0.824 1.207 -1.494 0.1 0.6 -0.2 0.34
H -1.729 0.127 -0.763 1.4 0.5 0.8 0.37
H 1.679 1.103 0.420 -1.2 0.2 -0.5 0.24
H -0.622 0.086 1.844 -0.3 -0.5 -0.3 0.21
H 0.712 -1.121 1.767 0.3 0.4 0.2 0.21
```
Forces are in eV/Å.

Properties
LUMO level (alpha / beta), eV: -0.8 / -0.8
HOMO (alpha / beta), eV: -9.660 / -9.667
Relative energy (zero: lowest compared OMol25 entry of this formula, charge and spin), kcal per mole: 116.9
Spin multiplicity: 1

---

No. 2
DFT (wB97M-V/def2-TZVPD) results for one molecule with the formula C3H5NO2.

```
11
Properties=species:S:1:pos:R:3:forces:R:3:nbo_charge:R:1
O -1.291 1.511 0.357 0.1 -0.4 -0.1 -0.55
O 1.839 -0.946 0.450 -0.4 -0.1 0.2 -0.57
N -0.373 -0.491 0.874 0.0 0.1 0.1 -0.67
C 0.823 -1.152 1.071 0.2 0.0 -0.2 0.54
C 0.075 0.546 -1.357 0.0 0.0 -0.1 -0.72
C -0.562 0.612 0.007 -0.2 0.2 -0.1 0.71
H 0.757 -1.898 1.883 0.0 0.1 -0.1 0.12
H 0.469 -0.440 -1.603 -0.1 0.1 0.1 0.24
H -1.064 -0.540 1.614 0.2 0.0 0.0 0.41
H -0.699 0.835 -2.071 0.1 0.0 0.1 0.24
H 0.886 1.273 -1.435 -0.1 -0.1 0.1 0.25
```
Forces are in eV/Å.

Properties
SMILES string: CC(=O)NC=O
LUMO level, eV: 0.7
HOMO, eV: -10.402
Relative energy (zero: lowest compared OMol25 entry of this formula, charge and spin), kcal per mole: 3.9
Spin multiplicity: 1

---

No. 3
DFT (wB97M-V/def2-TZVPD) results for C3H5NO2 as an isolated structure in a non-equilibrium geometry.

```
11
Properties=species:S:1:pos:R:3:forces:R:3:nbo_charge:R:1
O -2.018 -1.732 -0.014 1.2 0.0 -0.2 -0.40
O 1.585 0.846 1.449 -0.1 -0.3 -0.1 -0.61
N 0.175 -0.138 -0.079 0.2 0.2 0.2 -0.67
C 1.084 -0.138 0.938 0.0 0.0 -0.1 0.51
C -0.891 -1.770 -0.247 -1.3 -0.1 0.2 0.53
C -0.273 1.152 -0.569 -0.1 0.1 -0.1 -0.43
H 0.560 1.708 -1.013 -0.1 -0.1 0.0 0.21
H 0.162 -1.523 -0.658 0.1 0.0 0.0 0.36
H 1.351 -1.165 1.273 0.0 0.1 0.0 0.10
H -1.049 1.002 -1.327 0.1 0.0 0.1 0.20
H -0.684 1.757 0.247 0.1 -0.1 -0.1 0.21
```
Forces are in eV/Å.

Properties
LUMO level, eV: -0.2
HOMO, eV: -9.551
Relative energy (zero: lowest compared OMol25 entry of this formula, charge and spin), kcal per mole: 90.9
Spin multiplicity: 1

---

No. 4
DFT (wB97M-V/def2-TZVPD) results for one molecule with the formula C3H5NO2.

```
11
Properties=species:S:1:pos:R:3:forces:R:3:nbo_charge:R:1
O -1.871 -2.095 -0.096 0.2 0.6 -0.4 -0.49
O 1.039 -1.070 0.348 0.2 -0.1 -0.2 -0.70
N -0.968 -0.084 -1.007 -0.4 -0.4 0.3 -0.59
C 0.810 0.282 0.676 0.0 0.3 0.1 -0.08
C -0.187 0.933 -0.318 0.1 0.2 0.1 -0.25
C -1.399 -1.100 -0.489 -0.3 -0.2 0.0 0.87
H 1.758 0.836 0.680 -0.2 0.1 0.0 0.17
H 0.337 1.526 -1.073 -0.1 -0.2 0.1 0.20
H 0.405 0.300 1.694 0.0 0.0 -0.2 0.18
H 0.957 -1.131 -0.615 0.3 -0.2 0.2 0.47
H -0.880 1.602 0.199 0.2 0.0 0.0 0.21
```
Forces are in eV/Å.

Properties
SMILES string: O=C=NCCO
LUMO level, eV: 0.7
HOMO, eV: -10.485
Relative energy (zero: lowest compared OMol25 entry of this formula, charge and spin), kcal per mole: 27.3
Spin multiplicity: 1

---

No. 5
DFT (wB97M-V/def2-TZVPD) results for one molecule with the formula C3H5NO2 in a non-equilibrium geometry.

```
11
Properties=species:S:1:pos:R:3:forces:R:3:nbo_charge:R:1
O -0.633 -0.181 -0.487 1.7 -1.1 0.1 -0.53
O 3.034 -0.840 0.047 0.4 1.2 1.3 -0.42
N 2.198 -1.576 -1.045 -2.0 1.1 -0.1 -0.12
C 1.733 -0.672 -0.287 0.9 -2.0 -0.7 0.48
C 0.529 -0.079 0.348 -2.3 1.5 0.7 -0.15
C -1.735 0.649 -0.136 0.5 -3.6 -4.0 -0.23
H 0.360 -0.579 1.343 0.4 0.0 -0.8 0.22
H 0.494 1.015 0.612 1.5 -0.8 -0.2 0.21
H -1.445 1.615 -0.110 0.6 3.4 0.0 0.17
H -2.162 0.309 0.710 -1.5 -0.9 3.2 0.17
H -2.375 0.340 -0.994 -0.2 1.2 0.7 0.21
```
Forces are in eV/Å.

Properties
SMILES string: COCC1=NO1
LUMO level, eV: 0.6
HOMO, eV: -9.362
Relative energy (zero: lowest compared OMol25 entry of this formula, charge and spin), kcal per mole: 133.1
Spin multiplicity: 1

---

No. 6
DFT (wB97M-V/def2-TZVPD) results for one molecule with the formula C3H5NO2 in a non-equilibrium geometry.

```
11
Properties=species:S:1:pos:R:3:forces:R:3:nbo_charge:R:1
O 2.560 -0.589 -0.006 -3.6 0.1 0.6 -0.57
O 1.403 1.254 -0.206 1.1 0.3 0.0 -0.71
N -0.837 0.472 0.668 -1.0 -3.1 1.4 -0.62
C 1.428 -0.081 0.025 2.0 0.5 -2.3 0.77
C -1.135 -0.149 -0.647 -2.6 -0.8 -0.8 -0.26
C -0.012 -0.741 0.047 5.2 3.5 2.3 -0.22
H -1.337 0.117 1.568 0.5 0.5 -2.5 0.38
H 0.719 1.778 0.220 -0.7 -0.7 0.1 0.51
H -1.851 -1.032 -0.751 0.1 1.7 0.3 0.21
H -1.258 0.606 -1.515 1.1 -1.6 1.4 0.24
H 0.318 -1.636 0.598 -2.1 -0.4 -0.5 0.26
```
Forces are in eV/Å.

Properties
SMILES string: O=C(O)[C@@H]1CN1
LUMO level, eV: 0.8
HOMO, eV: -10.128
Relative energy (zero: lowest compared OMol25 entry of this formula, charge and spin), kcal per mole: 75.7
Spin multiplicity: 1

---

> Which value of spin multiplicity does entry 1 give?

1